Molecular formula: C5H9F3LiO2SeSi
Method: DFT, ωB97M-V with the def2-TZVPD basis set

Calculated values
Kohn-Sham gap   7.599 eV
Total charge   -1
E_HOMO   -4.595 eV
LUMO   3.00 eV

```
22
Properties=species:S:1:pos:R:3:forces:R:3
Li 0.42628 0.13260 -2.16801 -0.01 -0.07 0.45
C 0.00438 -1.97887 3.10434 0.00 -0.08 0.03
Si 0.28541 -0.36214 2.18638 0.02 0.02 -0.23
C 1.84246 0.42596 2.87650 0.14 0.02 0.07
C -1.13389 0.78689 2.61481 -0.16 0.07 0.04
Se 0.45959 -0.81603 0.01966 0.00 -0.17 0.06
H -0.07005 -1.85224 4.19130 0.01 0.02 -0.10
H 0.83009 -2.66150 2.88378 -0.07 0.01 0.05
H -0.91594 -2.44402 2.73969 0.06 0.00 0.05
H 1.77104 0.56199 3.96265 0.02 0.00 -0.08
H 2.01699 1.40168 2.41485 0.00 -0.06 0.02
H 2.70643 -0.20828 2.65897 -0.03 0.06 0.03
H -1.20586 0.92045 3.70115 -0.02 0.01 -0.07
H -2.07928 0.37450 2.25129 0.04 0.05 0.03
H -0.99418 1.76834 2.15356 -0.01 -0.06 0.02
F -2.14712 0.68003 -5.56971 -0.13 0.02 -0.04
C -0.94836 0.14763 -5.28253 0.04 0.10 0.06
F -0.49357 -0.43391 -6.40572 0.05 -0.08 -0.14
F -1.16957 -0.84373 -4.39784 -0.01 -0.08 0.11
C 0.04832 1.23532 -4.76883 0.09 0.01 0.18
O 0.17409 2.19534 -5.50798 0.07 -0.02 0.03
O 0.59274 0.96999 -3.65828 -0.12 0.25 -0.57
```
Positions in Å, forces in eV/Å.